(1)
The following is a quantum chemistry calculation of one molecule with the formula C35H28F6N2S in a non-equilibrium geometry, from the Open Molecules 2025 dataset.

Values from the calculation:
**DFT total energy**: -66869.4408 eV
**HOMO level**: -7.863 eV
**SMILES**: FC(F)(F)CN(c1ccccc1)c1ccc(C(Sc2ccccc2)c2ccc(N(CC(F)(F)F)c3ccccc3)cc2)cc1

Last column: Mulliken charge in e.
Atoms and positions in Å:
F  -0.09383  -1.11182  -7.21854  -0.28
C  0.04766  -0.00394  -6.43512  0.85
F  1.12582  -0.19599  -5.60330  -0.27
F  0.34542  1.06265  -7.25093  -0.27
C  -1.16731  0.31256  -5.60483  -0.99
N  -0.89457  1.52600  -4.79919  0.70
C  -1.67506  2.66124  -5.14664  -0.22
C  -3.07218  2.60013  -5.00569  0.10
C  -3.85838  3.68242  -5.39133  -0.75
C  -3.25514  4.80855  -5.96365  -0.34
C  -1.87060  4.84807  -6.16017  -0.71
C  -1.07644  3.78092  -5.74779  -0.29
C  -0.45459  1.33874  -3.47608  0.06
C  0.64115  2.08354  -3.01212  -0.58
C  1.14099  1.85100  -1.73775  -0.49
C  0.57222  0.89789  -0.89417  -0.04
C  1.22418  0.65530  0.47783  0.74
S  3.05298  0.75243  0.34695  -0.05
C  3.86229  2.14396  1.07141  0.37
C  4.48246  2.00775  2.33236  -0.14
C  5.43295  2.93282  2.76077  -0.68
C  5.76930  4.02618  1.95835  -0.33
C  5.12554  4.19889  0.73017  -0.72
C  4.17445  3.27792  0.29138  -0.13
C  0.90437  -0.62045  1.28599  -0.16
C  1.44355  -0.68261  2.57393  -1.47
C  1.06567  -1.68221  3.45243  -0.46
C  0.04804  -2.58844  3.07999  0.72
N  -0.53505  -3.38840  4.05040  0.58
C  0.33918  -3.92175  5.11246  -1.08
C  0.86282  -5.24576  4.64504  0.91
F  1.53673  -5.94880  5.58897  -0.28
F  -0.17014  -6.02976  4.18192  -0.27
F  1.69926  -5.03118  3.57262  -0.27
C  -1.91235  -3.45411  4.30447  0.39
C  -2.82515  -4.00667  3.39001  -0.30
C  -4.12462  -4.29056  3.80888  -0.70
C  -4.53839  -3.97199  5.10632  -0.44
C  -3.64743  -3.35646  5.99259  -0.80
C  -2.34501  -3.09749  5.59428  -0.21
C  -0.37574  -2.63032  1.74401  -0.65
C  0.11454  -1.68997  0.84273  -0.64
C  -0.64114  0.31999  -1.29292  -1.19
C  -1.08946  0.43817  -2.61009  -0.10
H  -1.99902  0.52333  -6.28330  0.43
H  -1.36697  -0.53285  -4.93823  0.42
H  -3.50721  1.69417  -4.57568  0.39
H  -4.93920  3.63391  -5.24601  0.36
H  -3.87130  5.65478  -6.26494  0.37
H  -1.40157  5.70855  -6.63660  0.37
H  0.00428  3.76530  -5.89174  0.34
H  1.10160  2.79148  -3.70119  0.33
H  1.99393  2.44732  -1.41926  0.00
H  0.93646  1.50284  1.12637  0.41
H  4.28164  1.12696  2.93631  0.30
H  5.94208  2.78686  3.71353  0.35
H  6.53161  4.73586  2.28637  0.37
H  5.39567  5.04681  0.10071  0.35
H  3.73168  3.38907  -0.69474  0.30
H  2.14154  0.07601  2.93760  0.18
H  1.50740  -1.73388  4.44660  0.31
H  1.17863  -3.24534  5.28134  0.19
H  -0.23059  -4.07838  6.02860  0.62
H  -2.50013  -4.25122  2.38055  0.19
H  -4.81541  -4.77472  3.11788  0.38
H  -5.55303  -4.20479  5.43195  0.37
H  -3.94148  -3.07728  7.00240  0.37
H  -1.61639  -2.63690  6.26370  0.51
H  -1.04386  -3.42852  1.42344  0.38
H  -0.14084  -1.79573  -0.20789  1.02
H  -1.26264  -0.24273  -0.59748  0.89
H  -1.94588  -0.13932  -2.96626  0.37


(2)
The following is a quantum chemistry calculation of C35H28N4O4PS2Sr as an isolated structure in a non-equilibrium geometry, from the Open Molecules 2025 dataset.

Values from the calculation:
**DFT total energy**: -82700.6261 eV
**Net charge**: -1
**HOMO level**: -3.784 eV

Last column: Mulliken charge in e.
Atoms and positions in Å:
Sr  -1.65272  -0.83145  0.58903  1.93
N  -1.29516  7.61196  0.94118  -0.59
C  -1.45321  6.23385  1.11362  1.01
C  -2.12614  5.73481  2.22068  -0.71
C  -2.32006  4.36774  2.36259  -0.57
C  -1.83346  3.48616  1.40107  -0.64
C  -1.15930  3.97952  0.29123  -0.19
C  -0.97759  5.33946  0.15356  -0.87
S  -2.14687  1.78939  1.71224  1.93
O  -0.81764  1.11667  1.74335  -0.60
O  -2.89542  1.72838  2.94433  -0.73
N  -2.90676  1.18179  0.45417  -0.99
C  -4.22613  0.60784  0.51053  0.63
N  -5.24056  1.31034  0.99584  -0.51
C  -6.41830  0.69935  0.96309  -0.16
C  -6.59502  -0.58010  0.46098  -0.54
C  -5.46932  -1.21871  -0.01773  -0.23
N  -4.26932  -0.64031  -0.00090  -0.42
H  -1.30148  8.13980  1.79892  0.22
H  -0.52537  7.88201  0.35099  0.23
H  -2.51081  6.41317  2.97356  0.29
H  -2.84952  3.97606  3.21478  0.51
H  -0.75449  3.32076  -0.46512  0.43
H  -0.44420  5.71731  -0.70965  0.30
H  -7.26719  1.24741  1.36011  0.39
H  -7.56631  -1.05154  0.44689  0.36
H  -5.51208  -2.22473  -0.41861  0.45
O  -1.02027  -3.98117  -2.34780  -0.76
C  -0.95102  -3.67991  -1.15350  0.07
O  -0.99845  -2.48074  -0.71874  -0.65
C  -0.75572  -4.75317  -0.08124  0.15
C  -0.52056  -6.02489  -0.61526  -0.62
C  -0.28219  -7.14047  0.16279  -0.54
C  -0.28281  -6.97302  1.54218  -0.47
C  -0.52324  -5.73137  2.08655  -0.69
C  -0.77803  -4.56646  1.32960  0.53
S  -1.09035  -3.13695  2.35773  -0.44
H  -0.52707  -6.09047  -1.69503  0.39
H  -0.09972  -8.10733  -0.28968  0.36
H  -0.09781  -7.81215  2.20454  0.33
H  -0.52903  -5.61732  3.16397  0.39
C  2.92953  4.28748  -0.41583  -0.50
C  2.40165  3.80967  -1.60800  -0.72
C  1.97582  2.49268  -1.70415  -0.22
C  2.08617  1.61711  -0.62335  0.22
C  2.59552  2.11553  0.57070  -0.43
C  3.01533  3.43480  0.67460  -0.62
P  1.38483  -0.09596  -0.72961  0.89
C  2.49967  -1.02505  0.37711  0.85
C  3.61625  -1.73495  -0.06333  -0.61
C  4.38437  -2.46521  0.82920  -0.64
C  4.04418  -2.49825  2.17652  -0.61
C  2.92928  -1.80798  2.62247  -0.87
C  2.15812  -1.08239  1.72369  -0.02
C  1.85014  -0.61712  -2.40757  -0.14
C  0.94924  -1.45079  -3.05952  -0.63
C  1.24397  -1.94758  -4.32782  -0.57
C  2.42715  -1.60043  -4.95322  -0.43
C  3.33620  -0.76366  -4.30707  -0.68
C  3.05209  -0.28404  -3.04136  -0.10
H  3.26161  5.31511  -0.33529  0.39
H  2.31755  4.45573  -2.47357  0.40
H  1.56665  2.14226  -2.64498  0.45
H  2.67861  1.47495  1.44035  0.34
H  3.40951  3.78875  1.61876  0.41
H  3.87614  -1.74047  -1.11411  0.34
H  5.23851  -3.02323  0.46701  0.39
H  4.63213  -3.08460  2.87150  0.36
H  2.61887  -1.86132  3.65687  0.42
H  1.27007  -0.58949  2.09889  0.42
H  0.02094  -1.76240  -2.59176  0.17
H  0.53042  -2.61318  -4.79502  0.46
H  2.65192  -1.98623  -5.94016  0.37
H  4.26875  -0.49684  -4.78856  0.39
H  3.76950  0.35556  -2.54025  0.51


(3)
The following is a quantum chemistry calculation of C35H29AsN6OOsS as an isolated structure in a non-equilibrium geometry, from the Open Molecules 2025 dataset.

Values from the calculation:
**DFT total energy**: -121879.2841 eV
**Net charge**: +2
**Expectation value of S²**: 6.03
**Multiplicity**: 5
**HOMO level (spin up / spin down)**: -12.508 / -12.800 eV

Last column: Mulliken spin population.
Atoms and positions in Å:
Os  0.06407  -1.40640  0.15414  2.84
C  -2.76205  -2.30515  -1.75657  -0.02
N  -1.51204  -2.93750  -1.34897  0.07
C  -0.81243  -3.64583  -2.42578  -0.01
C  0.66277  -3.45168  -2.27879  0.03
N  1.18486  -2.46123  -1.58307  0.09
C  2.55189  -2.55177  -1.73754  -0.04
C  3.57648  -1.75938  -1.23337  0.02
C  4.86872  -2.09098  -1.58492  0.00
C  5.14130  -3.18445  -2.41134  0.00
C  4.13547  -3.97499  -2.93091  0.00
C  2.83497  -3.64447  -2.58087  -0.01
N  1.60639  -4.18662  -2.90010  0.01
C  -3.23347  -1.38564  -0.68716  0.00
N  -2.41718  -0.62112  0.03132  0.16
C  -3.21120  0.16229  0.80135  -0.06
C  -2.83276  1.27104  1.69597  -0.02
C  -4.01449  1.80451  2.42801  0.00
C  -5.30440  1.45239  2.15212  0.00
C  -5.61884  0.48446  1.18503  0.00
C  -4.55667  -0.14938  0.54757  -0.03
N  -4.52678  -1.14561  -0.39911  0.00
H  -3.55339  -3.02258  -2.01787  0.00
H  -2.55643  -1.69007  -2.64529  0.00
H  -1.69538  -3.58274  -0.58019  0.00
H  -1.10773  -3.20573  -3.38673  0.00
H  -1.05130  -4.71793  -2.47128  0.00
H  3.35140  -0.92114  -0.58890  0.00
H  5.69363  -1.49947  -1.21932  0.00
H  6.16679  -3.41578  -2.65243  0.00
H  4.35622  -4.80572  -3.58124  0.00
H  1.44671  -4.98054  -3.50174  0.00
H  -2.05098  0.95319  2.39908  0.00
H  -3.80589  2.55364  3.17639  0.00
H  -6.11520  1.92073  2.69074  0.00
H  -6.64320  0.24609  0.95151  0.00
H  -5.33209  -1.61684  -0.78632  0.00
S  1.33589  0.75744  -2.83792  0.06
C  2.37914  1.89496  -1.92809  -0.01
C  3.51290  2.57481  -2.29194  0.00
C  4.07934  3.41259  -1.32741  0.03
C  3.51057  3.54816  -0.07204  -0.01
C  2.35840  2.84585  0.28047  0.00
C  1.80487  1.99674  -0.65653  0.06
As  0.26098  0.82381  -0.88592  0.49
C  -2.24508  2.44861  0.88986  0.02
C  -1.15599  3.16374  1.37015  0.00
C  -0.71469  4.28503  0.67949  -0.02
C  -1.34092  4.68205  -0.49078  0.01
C  -2.41291  3.95247  -0.97828  -0.01
C  -2.87839  2.85150  -0.27874  0.03
C  0.45513  -0.44639  1.94925  0.02
C  -0.43298  -0.65892  3.00469  0.02
C  -0.19801  -0.09231  4.24980  -0.01
C  0.92438  0.69403  4.45449  0.05
C  1.83163  0.87778  3.42651  -0.02
C  1.60872  0.29283  2.18879  0.01
H  3.94320  2.47673  -3.27549  0.00
H  4.97090  3.96938  -1.57381  0.00
H  3.96200  4.21576  0.64658  0.00
H  1.91437  2.95448  1.25990  0.00
H  -0.69242  2.87583  2.30499  0.00
H  0.10424  4.86732  1.07526  0.00
H  -1.00922  5.56859  -1.00997  0.00
H  -2.92162  4.25810  -1.87926  0.00
H  -3.75697  2.32978  -0.62873  0.00
H  -1.29465  -1.30573  2.87223  0.01
H  -0.88068  -0.28598  5.06314  0.00
H  1.09888  1.13454  5.42183  0.00
H  2.72834  1.45467  3.59051  0.00
H  2.36907  0.39157  1.42283  0.00
O  1.99313  -4.52744  2.21466  0.10
C  1.31087  -3.75484  1.68955  0.05
N  0.54980  -3.01516  1.13653  0.07


- Which of these has the lowest DFT total energy?
  C35H29AsN6OOsS


- Look up the DFT total energy of the first one.
  -66869.4408 eV


- The highest DFT total energy belongs to which entry?
  C35H28F6N2S